(1)
9
Properties=species:S:1:pos:R:3:forces:R:3:mulliken_charge:R:1 method="wB97M-V/def2-TZVPD" energy_ev=-10780.4854 mol_weight_da=107.068 homo_energy_ev=-11.51 charge=0 smiles="C#CC(=O)C(=O)C#N" lumo_ev=-2.112
C -0.9628 0.5283 0.0653 -1.6 3.4 3.3 0.479
C -2.4847 0.0579 -0.1787 2.9 0.2 0.1 0.134
C 1.5857 -0.2516 0.0312 -3.3 -0.8 0.6 -0.470
C 0.1022 -0.6127 0.2243 -0.3 -3.6 0.4 0.472
O -0.7833 1.6640 0.5852 -0.4 -4.6 -2.7 -0.398
H 3.7318 0.6894 -0.7990 -3.7 -2.6 2.6 0.329
C 2.7094 0.0789 -0.2154 4.0 2.8 -2.8 0.182
O -0.3632 -1.7503 0.5411 2.2 4.8 -1.3 -0.433
N -3.5351 -0.4039 -0.2539 0.2 0.3 -0.1 -0.294


(2)
65
Properties=species:S:1:pos:R:3:forces:R:3:mulliken_charge:R:1 method="wB97M-V/def2-TZVPD" energy_ev=-40701.6720 mol_weight_da=452.551 homo_energy_ev=-9.03 charge=0 smiles="CC(C)[C@H](NC(=O)c1ccc(C(C)(C)C)cc1)C(=O)OCC(=O)NC(=O)Cc1ccccc1" lumo_ev=0.560
H -3.3990 1.1668 -8.6981 0.0 0.0 -0.1 0.433
H -2.8181 -0.9494 0.6824 0.0 -0.1 -0.1 0.295
H -0.5003 0.7764 -2.5880 0.1 0.0 0.1 0.486
C -2.4288 2.2135 -1.1972 0.0 -0.2 0.2 0.290
H -1.7791 2.6332 1.2305 0.1 -0.2 0.0 0.711
H -1.9123 -1.0303 2.2005 0.1 -0.1 0.1 0.204
C -3.3732 2.0045 -4.8278 0.0 0.0 0.0 -0.100
C 3.6013 -0.5528 3.9289 0.0 -0.2 0.2 0.644
H 1.5976 1.7433 3.9294 0.0 -0.1 -0.1 0.466
H -0.4987 0.2557 -4.9477 0.1 0.0 -0.1 0.329
H 2.0690 1.1474 2.3160 -0.1 0.0 0.2 0.431
O 0.0740 -0.8911 3.6300 -0.1 -0.1 0.1 -0.637
C 3.7308 -3.9964 3.9000 0.1 0.0 0.0 -0.193
C 3.4986 -5.0844 3.0754 -0.1 -0.1 0.0 -0.652
H -4.1837 2.3719 -5.4356 -0.1 0.0 -0.1 0.414
H -2.2497 -0.8908 -8.0767 0.0 0.0 -0.1 0.445
H 4.8217 -3.8795 0.2139 0.0 0.0 -0.1 0.387
O 3.9128 0.5873 3.7038 0.2 0.3 0.0 -0.608
C 4.5858 -1.6541 4.2782 0.1 0.0 -0.1 -1.200
C -2.8712 0.8752 1.8529 0.2 0.0 0.1 0.376
C 1.1385 -0.3347 3.5610 0.1 0.3 0.0 0.645
C -3.4898 1.4507 -7.6515 0.2 -0.1 0.2 -2.121
C -2.8569 1.2939 3.3180 -0.1 0.0 -0.2 -1.453
H 5.2375 -1.9475 1.6827 0.1 0.1 -0.1 0.418
H -4.4227 1.0401 -7.2723 -0.1 0.0 0.0 0.440
C -2.2905 0.9071 -6.8706 0.0 0.0 -0.2 2.142
C 4.7503 -2.8294 2.0722 0.0 0.0 0.1 -0.360
C 4.3622 -2.8614 3.4064 0.1 -0.1 0.1 0.523
O -2.9715 3.2261 -0.7953 -0.2 0.2 0.0 -0.686
H -3.6740 -1.0893 2.2167 -0.1 -0.1 0.0 0.486
C -1.0133 1.5058 -7.4769 -0.2 -0.1 0.1 -1.584
H -4.1764 2.8927 -3.0497 -0.1 0.1 0.0 0.439
H -1.0071 2.5861 -7.3478 0.0 0.1 0.0 0.385
H 3.0111 -5.9625 3.4717 0.0 -0.1 0.0 0.381
H 5.5916 -1.2537 4.1436 -0.1 0.0 0.1 0.344
H -1.9862 0.8850 3.8230 0.0 0.0 0.1 0.223
N -1.8604 1.3156 -0.3584 0.3 -0.3 0.1 -0.159
H 2.1457 -1.9856 4.1314 -0.1 0.2 -0.1 0.160
C -2.3689 1.8481 -2.6403 -0.1 0.1 -0.4 0.705
C -1.3292 1.1095 -3.1968 -0.1 0.0 0.1 -1.239
C -0.3590 1.0411 1.4740 -0.1 0.1 -0.4 0.277
H -1.4036 -1.0586 -6.5409 0.1 -0.1 0.1 0.330
C -2.8115 -0.6442 1.7261 0.0 0.2 -0.1 -1.365
C 1.3027 1.1013 3.0977 0.2 0.0 -0.3 -0.674
H -3.7475 0.9171 3.8155 -0.1 0.0 0.1 0.440
C -1.3244 0.8252 -4.5478 0.0 0.0 0.0 -0.505
H 4.4518 -1.9118 5.3314 0.0 0.0 0.0 0.396
N 2.2955 -1.0056 3.9083 0.0 -0.4 0.2 0.021
C -2.3462 1.2564 -5.3921 0.0 0.0 0.0 0.586
H 3.7052 -5.8917 1.1051 0.0 -0.1 -0.1 0.385
H -2.8414 2.3769 3.4118 0.0 0.1 0.1 0.380
C -2.2730 -0.6207 -7.0231 0.0 0.2 0.0 -1.600
C 3.8886 -5.0445 1.7484 0.0 -0.1 0.0 -0.413
C 4.5158 -3.9151 1.2486 0.0 0.0 -0.1 -0.625
H 3.4315 -4.0395 4.9388 0.0 0.0 0.1 0.401
O 0.0657 1.5923 2.6133 -0.1 0.1 0.3 -0.315
H -0.1221 1.1017 -7.0051 0.1 0.0 0.0 0.331
H -3.5303 2.5362 -7.6012 -0.1 0.1 0.0 0.435
H -0.9652 1.2847 -8.5411 0.0 0.0 -0.1 0.442
C -3.3806 2.3017 -3.4777 0.1 0.0 0.3 -1.316
H -3.1654 -1.0533 -6.5754 -0.1 -0.1 0.0 0.379
H -1.3736 0.5060 -0.7121 -0.1 0.1 -0.1 0.311
H -3.7951 1.2384 1.3891 0.1 0.0 0.0 0.392
O 0.2894 0.2528 0.8321 0.0 0.0 0.1 -0.676
C -1.7235 1.5519 1.0583 -0.4 0.2 0.1 -0.230


(3)
50
Properties=species:S:1:pos:R:3:forces:R:3:mulliken_charge:R:1 method="wB97M-V/def2-TZVPD" energy_ev=-173047.1198 mol_weight_da=525.229 homo_energy_ev=-10.20 charge=+1 lumo_ev=-4.536
C -0.2767 1.9585 2.9082 0.5 -0.6 0.0 0.267
C 6.7553 0.6110 0.6494 -0.1 0.0 0.1 -0.566
O -0.3328 -0.3576 -0.3065 1.5 1.1 -1.0 -0.280
N 1.2730 -1.7126 0.7251 0.9 0.1 3.1 -0.410
C -4.9539 -1.0227 -0.3869 0.0 0.0 0.0 -0.264
N -3.3156 2.2757 -4.2733 0.1 0.0 0.2 0.033
C 0.6295 0.3138 -1.0292 -3.3 -1.8 2.0 0.592
H 1.5756 -2.2111 -0.1089 -0.5 0.3 0.0 0.217
C 5.5840 -0.0032 -1.1693 0.0 -0.1 -0.1 -0.452
H 3.3600 -2.8980 1.6206 -0.2 -0.2 0.6 0.250
H 2.8623 -2.9604 3.3108 0.0 0.4 -0.3 0.266
H -2.5893 1.2159 -1.2810 -0.1 0.0 0.0 0.411
Br -2.7141 0.4364 2.8101 1.5 -0.1 -0.1 -0.078
C -2.6036 1.5357 -2.3123 0.0 0.0 0.1 0.175
C 0.1360 -0.3078 2.0880 0.9 -1.3 1.3 0.141
N 4.7734 -0.0765 -0.0663 0.0 -0.1 0.0 0.145
N 1.5136 0.7895 -1.5438 2.0 1.1 -1.2 -0.382
C 5.4821 0.3025 1.0467 0.0 -0.1 0.2 -0.323
H -4.2761 -3.5049 1.6022 -0.1 0.0 0.0 0.373
H 7.5537 0.9408 1.2946 0.0 0.0 0.0 0.405
C -4.6550 -2.8973 0.7960 0.1 -0.1 0.0 -0.461
C -5.6456 -2.0211 -1.0216 0.0 0.1 0.0 -0.615
C 1.2642 2.1981 2.6943 -1.4 0.6 -0.4 -0.927
H 3.8112 -0.3609 -0.0730 0.1 0.2 -0.1 0.187
C -3.7077 1.9663 -3.0005 -0.1 0.0 0.0 -0.799
H 1.4676 3.2680 2.9239 0.1 -1.0 0.0 0.434
N -4.3487 -1.5640 0.7163 0.0 0.0 0.0 0.243
H -3.7692 -1.0596 1.3676 -0.2 -0.2 -0.3 0.080
N 2.7074 -2.6403 2.3603 0.2 -0.1 -0.4 -0.345
H -0.4802 1.3277 -2.9938 0.0 0.1 -0.2 0.235
H -4.8385 0.0229 -0.6240 0.0 -0.1 0.0 0.360
H 7.6771 0.5708 -1.3912 -0.1 0.0 0.0 0.396
H -6.2249 -1.9106 -1.9245 0.0 0.0 0.1 0.394
H -4.7357 2.0777 -2.6961 0.1 0.0 0.0 0.391
C 6.8197 0.4174 -0.7558 -0.1 0.0 -0.1 -0.512
H 1.4495 2.0495 1.5966 0.1 0.1 1.0 0.211
H 1.8662 1.4874 3.2993 -0.4 0.7 -0.3 0.274
H -3.9222 2.6137 -5.0005 0.0 0.0 0.1 0.189
H 5.2109 -0.2571 -2.1483 0.0 0.0 0.0 0.378
C -1.5008 1.5934 -3.2059 0.0 0.0 0.0 -0.172
Br -1.3880 3.3703 3.6157 1.1 -0.9 -0.5 -0.085
C -1.9726 2.0564 -4.4061 0.0 0.0 -0.1 -0.859
C -0.8159 0.7531 2.5928 0.1 0.8 -0.3 -0.008
H -5.8628 -4.1854 -0.4885 0.0 0.1 0.0 0.402
H -1.4705 2.2470 -5.3405 0.0 0.0 0.1 0.384
C -5.4562 -3.2106 -0.2707 0.1 -0.1 0.1 -0.491
H 5.0184 0.3178 2.0206 0.1 0.0 0.0 0.358
N 0.3175 -0.7635 0.8357 -1.7 0.9 -0.5 0.833
C 1.7167 -1.8152 2.0432 -0.6 0.6 0.1 0.560
N 1.0319 -0.9769 2.9004 -0.5 -0.5 -2.7 -0.556


(4)
78
Properties=species:S:1:pos:R:3:forces:R:3:mulliken_charge:R:1 method="wB97M-V/def2-TZVPD" energy_ev=-118438.6854 multiplicity=2 mol_weight_da=667.771 homo_energy_ev="-7.26 / -6.97" charge=0 s_squared=0.999 lumo_ev="0.393 / 0.492"
O -2.4788 -1.3273 1.6803 0.1 0.0 0.0 0.011
S 0.9400 -0.6226 1.5892 0.1 0.0 0.0 -0.763
H -2.6509 0.4189 -2.5426 0.0 0.0 0.0 -0.062
P 2.2296 -1.0833 0.1053 0.0 -0.1 0.0 0.803
H 5.3880 2.1050 -1.9823 0.0 0.0 0.0 0.400
H 3.8365 0.0223 2.2219 0.0 0.0 0.0 0.431
C 2.9607 -3.2861 1.7041 0.0 0.1 0.0 -0.293
O -2.3700 -1.2391 -1.3350 0.1 0.1 0.0 -0.009
H -3.8928 -0.6015 3.0117 0.0 0.0 0.0 0.407
H -2.5066 4.8091 2.8356 0.0 0.0 0.0 0.409
H 5.3690 -4.7053 -0.9580 0.0 0.0 0.0 0.399
C 4.1893 0.4689 1.2990 0.0 0.0 0.0 -0.562
H 3.5456 -4.9610 2.9080 0.0 0.0 0.0 0.402
C -2.6153 -2.7309 1.7309 0.0 0.0 0.0 -0.433
C -1.5982 4.2677 2.5975 0.0 0.0 0.0 -0.718
C -0.4851 4.3855 3.4164 0.0 0.0 0.0 -0.499
C -0.3986 2.7487 1.1220 -0.1 0.0 0.0 0.341
H -4.5206 -1.1802 1.4666 0.0 0.0 0.0 0.465
C 4.5346 -4.9654 1.0047 0.0 0.0 0.0 -0.425
H -2.5618 -3.8896 -0.7372 0.0 0.0 0.0 0.391
C 5.6626 1.9726 0.1412 0.0 0.0 0.0 -0.437
H -4.5461 1.2843 1.6108 0.0 0.0 0.0 0.324
H 3.5229 0.4703 -2.0195 0.0 0.0 0.0 0.318
H -0.2013 2.5357 -5.2407 0.0 0.0 0.0 0.417
Co -0.6190 -0.6497 -0.1412 -0.2 -0.2 0.1 0.394
H 5.0860 -5.8757 1.2039 0.0 0.0 0.0 0.384
H -2.4302 3.6190 -5.3351 0.0 0.0 0.0 0.371
C -2.0346 3.2634 -4.3919 0.0 0.0 0.0 -0.483
H -3.9045 -0.8406 -2.6628 0.0 0.0 0.0 0.648
O -3.1993 0.9000 0.0715 0.0 0.0 0.1 -0.158
C 3.5825 0.1339 0.0907 0.0 0.0 0.0 0.682
S 1.3549 -1.2266 -1.6837 0.0 0.0 0.0 -0.658
H -2.7410 -2.6966 -2.7618 0.0 0.0 0.0 0.504
C -1.0037 2.3475 -1.9303 0.0 0.0 0.0 0.050
C 3.9872 -3.1458 -0.4669 0.0 0.0 0.0 -0.404
H 4.1003 -2.6382 -1.4180 0.0 0.0 0.0 0.405
H -3.4385 -3.0454 1.0738 0.0 0.0 0.0 0.344
C -3.2351 -0.3088 -1.9799 0.0 0.0 0.0 -0.618
H -0.5110 -3.0587 1.9653 0.0 0.0 0.0 0.124
C 4.6942 -4.3086 -0.2102 0.0 0.0 0.0 -0.680
C 5.2279 1.3852 1.3237 0.0 0.0 0.0 -0.689
C 0.7133 2.8917 1.9608 0.0 0.0 0.0 -0.349
H 1.6286 2.3633 1.7197 0.0 0.0 0.0 0.292
C -2.7680 3.4155 -3.2230 0.0 0.0 0.0 -0.613
H -2.8643 3.0684 -1.1239 0.0 0.0 0.0 -0.147
H 1.5530 3.7839 3.7200 0.0 0.0 0.0 0.421
C -0.7863 2.6571 -4.3369 0.0 0.0 0.0 -0.659
Si -0.2024 1.6020 -0.3763 0.0 -0.1 0.0 1.373
H 1.2539 1.7369 -0.6784 -0.1 0.1 0.0 -0.423
C -3.6859 -0.6420 1.9340 -0.1 0.0 0.0 -0.836
H 0.6974 1.7433 -3.0945 0.0 0.0 0.0 0.264
C 3.1172 -2.6290 0.4911 0.0 0.0 0.0 0.661
H -4.7196 -0.4090 -0.4532 0.0 0.0 0.0 0.318
H -1.0661 -2.0933 -2.6949 0.0 0.0 0.0 0.205
H -2.8136 1.3097 1.9866 0.0 0.0 0.0 0.259
H -3.7398 3.8948 -3.2524 0.0 0.0 0.0 0.427
O -0.9170 -2.8810 0.0074 0.1 0.0 -0.1 -0.022
C -1.5520 3.4576 1.4692 0.1 0.0 0.0 0.024
C -0.2812 2.2141 -3.1218 0.0 -0.1 0.0 -0.072
H -2.4403 3.3781 0.8565 0.0 0.0 0.0 0.019
H 5.6941 1.6471 2.2651 0.0 0.0 0.0 0.404
H -1.0194 -4.2348 -1.5494 0.0 0.0 0.0 0.342
C 4.0168 0.7224 -1.0884 0.0 0.0 0.0 -0.257
C -1.9398 -2.3576 -2.0985 0.0 0.0 0.0 -0.798
C 0.6743 3.6940 3.0925 0.0 0.0 0.0 -0.632
C -4.0648 0.3481 -0.8946 0.0 -0.1 0.0 -0.792
H 2.2846 -2.8774 2.4463 0.0 0.0 0.0 0.341
C -1.6251 -3.4501 -1.0891 0.0 0.0 0.0 -0.564
H -4.6944 1.1289 -1.3362 0.0 0.0 0.0 0.446
C -3.5864 0.7839 1.4268 0.0 -0.1 0.1 -0.794
C 5.0577 1.6413 -1.0614 0.0 0.0 0.0 -0.644
C -2.2599 2.9564 -2.0147 0.0 0.1 0.0 0.194
H 6.4690 2.6949 0.1615 0.0 0.0 0.0 0.386
H -1.3871 -4.4472 1.2802 0.0 0.0 0.0 0.392
H -2.8566 -3.0677 2.7472 0.0 0.0 0.0 0.446
H -0.5187 5.0155 4.2970 0.0 0.0 0.0 0.360
C -1.3098 -3.3569 1.2894 0.0 0.2 0.0 -0.791
C 3.6698 -4.4535 1.9594 0.0 0.0 0.0 -0.713